1.
A 7-piece molecular cluster, C34H78IN2O14S2 overall in a non-equilibrium geometry. Source: OMol25; level of theory: wB97M-V/def2-TZVPD.

The geometry in XYZ format:
```
131
C34H78IN2O14S2 (wB97M-V/def2-TZVPD)
I 0.83713 0.42505 2.07547
S -3.97675 -2.94565 -0.71511
S 1.87325 -6.57106 -0.60300
O -5.01718 -3.25796 -1.78347
O 4.57462 -7.82262 -2.84430
O -3.82043 0.93893 1.77830
O 4.43928 -8.93207 -5.56743
O -3.64709 5.35015 0.85180
O -10.60962 6.78032 -0.48428
O 6.73127 2.39215 -0.77315
O -7.85053 6.92203 0.53183
O -6.29518 2.42682 2.35832
O -3.55969 -1.51927 -0.91513
O 7.46838 5.19905 -0.28040
O 8.67132 -0.93965 0.04901
O -3.91887 8.20770 1.50576
O 6.85420 -3.05953 0.97980
N -1.34344 -5.81403 -1.71069
N -2.64994 -4.07854 -0.78853
C -10.07660 7.22683 -1.72475
C -3.89967 1.50343 0.47296
C -2.49715 -4.97341 -1.92799
C 9.70866 -1.90433 0.17694
C 3.32956 -6.42292 0.58828
C 6.40995 4.52034 0.38793
C 7.26586 -2.70376 2.29428
C -1.60656 -4.28682 0.22396
C 5.78080 -9.35875 -5.36013
C 6.44269 -1.92988 0.21203
C -9.89450 5.66950 0.05030
C 7.56128 -1.42808 -0.70002
C -3.60081 6.40140 -0.11092
C -4.84650 -3.24028 0.91439
C -5.36995 1.99093 3.35240
C 8.06231 2.22409 -1.24948
C 3.57286 -9.31450 -4.50317
C 4.09081 -5.02323 0.29430
C -6.97756 1.34481 1.73877
C -0.79221 -5.42040 -0.42768
C 3.36373 -8.17361 -3.50781
C -8.09130 8.31087 0.72210
C -0.69380 -1.08612 2.54147
C 5.21523 -6.69850 -3.43495
C 6.68379 3.02121 0.50541
C -3.05822 7.69662 0.49231
C -1.36299 -3.53755 1.62455
C -4.94017 5.19322 1.42470
C -3.49329 7.85267 2.81446
C 7.19505 5.41523 -1.65870
C -8.87218 6.10719 1.09875
C 0.44222 -5.96095 0.41967
C -0.73501 -2.09409 1.26663
C -3.94322 1.92076 2.80595
H 4.50624 -5.05094 -0.77085
H 5.45279 4.70623 -0.11398
H -4.34288 7.97070 3.49001
H 6.10231 -9.22822 -4.32361
H -4.66663 -2.39843 1.66370
H -4.13935 0.70222 -0.22814
H -5.67895 1.02705 3.77282
H 2.92482 -7.29764 -4.00108
H -8.98349 7.23042 -1.72938
H -2.04337 7.55293 0.88221
H -4.67091 2.27305 0.39749
H -6.31499 0.49943 1.53366
H 0.33993 -2.17476 0.88174
H -0.98103 -6.56607 -2.31176
H -5.39619 2.73038 4.15903
H 7.86320 -1.78870 2.30842
H 2.60621 -9.56431 -4.95240
H -5.41765 6.15187 1.64198
H -1.72263 -0.56487 2.55352
H -2.32701 -3.48949 2.23531
H -4.58783 6.55910 -0.55989
H 8.50902 1.34163 -0.78354
H -7.78291 8.60186 1.73192
H -3.00746 8.45189 -0.29684
H 6.72510 4.54995 -2.13197
H 6.25918 -6.69760 -3.11552
H 8.68877 3.09709 -1.04931
H -9.41599 5.09488 -0.75088
H -2.92073 6.07729 -0.90528
H 7.60671 2.83186 1.06469
H -9.36190 6.62435 1.93239
H -10.63025 5.01891 0.53387
H -10.42593 8.24636 -1.89644
H 6.54472 6.28936 -1.77129
H 5.87890 -10.41087 -5.64142
H 7.17797 -0.59119 -1.29049
H 10.34460 -1.60824 1.01343
H 0.19042 -6.77895 1.17460
H 9.32385 -2.90798 0.37188
H 5.85837 2.56020 1.05777
H -3.22600 -4.95577 -2.80651
H -7.38724 1.70009 0.79158
H 5.60571 -2.25693 -0.41371
H 2.66206 -8.50871 -2.73856
H -5.95941 -3.41119 0.68985
H 6.34441 4.94073 1.39536
H 6.42982 -8.75967 -6.00100
H -5.57413 4.61723 0.74517
H 7.87991 -2.21078 -1.39887
H 0.84063 -5.06043 1.02676
H 7.87329 -3.51882 2.69166
H 5.18650 -6.72754 -4.52643
H -7.80070 1.01488 2.37917
H 4.01219 -7.33425 0.56308
H 4.88581 -4.82353 1.09018
H -10.44161 6.58655 -2.53294
H 6.07827 -1.12939 0.86554
H 3.30879 -4.17046 0.32912
H 4.73831 -5.77694 -3.08290
H -4.83262 4.64205 2.35964
H -3.27489 1.62129 3.61858
H -1.36130 -1.58997 0.43331
H 8.14195 5.61499 -2.16393
H -9.14007 8.57717 0.57204
H -2.93017 1.93242 0.19929
H -4.44262 -4.20677 1.40241
H 3.94930 -10.21221 -4.00036
H -3.14371 6.81921 2.87391
H -7.48676 8.86119 -0.00142
H -2.69191 8.52683 3.13551
H 6.38648 -2.57382 2.93200
H -8.38454 5.21434 1.50146
H -0.61287 -4.15276 2.25011
H 8.01990 2.07074 -2.32961
H -3.61137 2.90105 2.44615
H 2.91002 -6.32291 1.66374
H 10.31239 -1.91738 -0.73669
H -0.48262 -1.63507 3.51912
```

The calculation puts the lowest unoccupied orbital energy at -4.1 eV. Its total charge is +1. The value obtained for the molar mass is 930.0 g/mol. The HOMO-LUMO gap comes out at 6.1 eV. As for the energy: -97920.2755 eV.

Results of the Löwdin charge analysis, in e, for atoms 1 through 2: I 0.7201; S 0.7698

***

2.
A 11-piece molecular cluster, C34H82BrFINO14P overall in a non-equilibrium geometry. Source: OMol25; level of theory: wB97M-V/def2-TZVPD.

The geometry in XYZ format:
```
135
C34H82BrFINO14P (wB97M-V/def2-TZVPD)
I 6.42420 -1.38849 2.33543
Br 2.17012 6.07770 -3.06363
P 2.44751 2.97890 -0.52634
F -1.24118 3.68584 -0.08340
O -7.27803 -0.38382 3.20478
O -4.30644 -2.88656 5.33337
O 11.30223 2.74138 -0.55199
O 6.16016 4.20273 -1.39800
O -11.55113 4.67612 7.53067
O -0.83917 -3.04893 -8.02360
O 3.46390 1.57535 -0.89767
O -9.41449 2.51369 4.19246
O -0.58284 -6.02069 0.76373
O 2.70353 3.65128 -4.33856
O 3.72739 4.10202 -0.86671
O -12.08800 -0.89787 4.44690
O -3.70868 -4.15570 2.80672
O 2.26993 -4.95721 1.66015
N 7.40333 5.18764 0.70564
C 10.63068 3.80911 0.10354
C 1.47740 -1.26676 -5.67985
C 5.06401 0.15140 -4.88323
C 2.68636 -0.26277 -6.11184
C 6.92409 4.72181 -0.30700
C -11.62699 3.47929 8.29034
C -0.10306 3.65182 0.82654
C -0.57051 -2.04899 -8.99326
C 5.03348 3.47562 -0.75307
C 4.85954 1.89029 -1.16269
C -4.59495 -1.50133 5.20097
C -13.15240 -0.74956 3.51902
C 2.99584 2.62184 1.28317
C 4.39928 0.66265 -3.51426
C 1.17270 4.30949 0.08201
C 3.48290 3.61437 2.23241
C 2.33448 -1.78078 -1.38215
C 1.58336 3.04423 -2.23061
C -8.65291 -0.63569 3.44902
C 0.57419 -2.23769 -3.32322
C 1.97127 -2.71064 -2.64631
C 0.85749 -0.93820 -4.23208
C -10.79003 2.25873 4.43648
C -4.77254 -3.99950 1.88203
C 5.98639 1.13855 -0.29865
C -1.26193 -4.96393 1.43177
C 2.31406 -1.49722 1.24499
C 4.13808 -0.85297 -5.73627
C 2.18713 4.10548 -3.26508
C 6.15103 -0.42686 -0.61920
C 7.27710 -1.08164 0.33491
C 3.20851 -5.86768 1.11201
C 1.53415 -2.15988 -0.03229
C 5.37822 1.68107 -2.69998
H -4.35485 -3.80102 0.89410
H -11.96760 2.67149 7.64195
H 1.51412 -3.31089 0.09544
H 6.47372 -0.64636 -1.70143
H 6.99262 1.65603 -0.53647
H 3.45242 -1.91638 -1.17637
H -10.94910 1.17998 4.47090
H -13.74245 -1.66883 3.48505
H 3.63519 -6.48216 1.90921
H 9.72155 4.06347 -0.44497
H 7.72626 -2.04636 -0.11416
H -4.84901 -1.08405 6.17890
H -8.94173 -0.19578 4.40624
H -7.16506 0.57587 3.17938
H 1.57782 -5.48343 2.08335
H -11.08034 2.69821 5.39429
H -0.37207 4.37158 1.69052
H -0.15644 -2.00794 -2.45485
H 0.32645 -1.50341 -8.69896
H -12.33766 3.60893 9.11070
H 4.56580 3.97453 2.26342
H -1.41412 -1.35597 -9.04849
H -1.63598 -3.51418 -8.30886
H 3.44864 1.25478 -3.76701
H -9.25358 -0.20568 2.64351
H -0.60178 -4.09599 1.51154
H -5.36714 -4.91644 1.84542
H 0.73401 4.91893 -0.80265
H 4.00074 -1.80114 -5.08141
H 0.44989 -1.74868 -0.02088
H 5.35347 2.67052 -3.27694
H -3.55440 -2.96540 5.93433
H 1.60159 -0.24508 -3.67351
H -5.40256 -3.15838 2.18368
H -11.39111 2.68790 3.63027
H -13.78656 0.08974 3.81639
H 5.38171 1.06938 -5.50840
H 2.13034 -0.67821 -1.60661
H 1.67577 5.10743 0.75770
H 0.65168 -1.11744 -6.45951
H 6.02215 -0.42866 -4.60747
H 2.78748 -2.50585 -3.44231
H 5.45830 3.35922 0.32135
H 3.15874 -2.16691 1.65621
H 1.54499 -1.26915 2.06330
H 11.52416 3.04714 -1.44064
H -0.12101 -0.33388 -4.30309
H 4.00514 -5.30259 0.62644
H 4.08096 -0.18216 -2.80693
H 2.71513 -6.50548 0.37344
H -3.72607 -0.98340 4.78733
H 0.06947 -3.07736 -3.93390
H -0.40639 -2.51749 -9.96731
H 6.46089 1.29093 -2.74517
H 5.82862 1.22326 0.84545
H 0.09909 2.62526 1.28239
H -8.81388 -1.71384 3.48359
H -5.44281 -1.38044 4.52543
H 11.29007 4.67937 0.15841
H 2.47441 0.73883 -5.58562
H 4.67119 -1.10094 -6.72329
H 1.82459 -2.37344 -5.66379
H 1.45355 1.93906 -0.24944
H 2.91151 1.54156 1.66164
H 1.70197 1.99377 -2.70913
H -11.24802 5.37353 8.12620
H -2.16302 -4.69791 0.87609
H -1.54026 -5.29806 2.43027
H 2.72450 4.01801 2.99613
H -0.34879 -5.69680 -0.11604
H -12.48517 -1.07051 5.31042
H -9.30227 3.47286 4.16695
H 2.80763 -0.51088 0.93763
H 1.96479 -3.80616 -2.31691
H 8.09950 -0.27477 0.46463
H 10.36596 3.49304 1.11276
H 5.15551 -0.95076 -0.36667
H -12.73374 -0.55307 2.53160
H -4.10627 -4.32933 3.67096
H -10.63868 3.23310 8.68661
H 0.43813 3.17753 -2.10725
H 2.58898 -0.11320 -7.24324
```

The calculation puts the lowest unoccupied orbital energy at 1.4 eV. Its total charge is -1. The value obtained for the molar mass is 985.8 g/mol. The HOMO-LUMO gap comes out at 5.1 eV. As for the energy: -156878.5410 eV.

Results of the Löwdin charge analysis, in e, for atoms 1 through 2: I 0.6794; Br 0.6380

***

3.
A 10-piece molecular cluster, C34H82N10O17 overall in a non-equilibrium geometry. Source: OMol25; level of theory: wB97M-V/def2-TZVPD.

The geometry in XYZ format:
```
143
C34H82N10O17 (wB97M-V/def2-TZVPD)
O -8.24146 -4.50680 -2.19611
O -8.18746 -2.37837 -2.00280
O -13.82117 -7.16182 -4.21886
O -19.53787 5.95721 -6.27665
O -20.23767 4.66715 -4.74272
O -13.99385 -9.21696 -3.88718
O -16.62239 1.14683 -4.11022
O -7.63080 0.85194 -7.27371
O -14.34003 2.49521 -9.80153
O -7.61125 -1.05184 -8.12621
O -14.34245 -8.50976 -5.81664
O -7.54183 -3.53741 -0.34429
O -14.59236 4.55326 -10.26768
O -7.39250 0.69160 -9.28787
O -9.06210 6.81106 -6.90827
O -21.61412 5.54559 -6.11860
O -14.68436 3.13850 -11.81471
N -23.66221 -1.24770 -3.23522
N -7.52536 0.17432 -8.25573
N -14.56256 3.39710 -10.64574
N -15.43086 9.48399 -2.18147
N -9.27064 6.92214 -9.95673
N -14.35249 -0.78841 -5.04345
N -7.96663 -3.47673 -1.50449
N -20.47477 5.38693 -5.70776
N -19.93745 -2.61025 -12.00740
N -14.10907 -8.24936 -4.61546
C -8.14037 5.89484 -10.38746
C -15.64296 8.17233 -1.30366
C -14.06003 9.80922 -2.82567
C -19.08953 -0.41319 -10.83454
C -25.41007 -2.94872 -4.07215
C -15.47079 5.74567 -1.14599
C -26.12490 -4.27715 -3.61146
C -23.62970 0.60171 -1.49390
C -23.46420 -0.62787 -4.62702
C -22.19721 0.18696 -1.92256
C -16.30058 9.57817 -3.42998
C -8.54097 8.14795 -9.47711
C -16.71544 11.04789 -3.66654
C -15.27012 6.93494 -2.04500
C -20.23196 -1.47919 -10.99263
C -14.96757 -1.45331 -3.76134
C -14.39716 0.79295 -5.08955
C -9.50998 5.71427 -7.67171
C -20.04761 -2.02230 -13.46394
C -20.11586 -3.27021 -14.32239
C -16.29223 11.76749 -2.43542
C -15.85004 1.43944 -5.22680
C -12.86373 -1.16405 -5.14363
C -21.00515 -3.64128 -12.09334
C -10.20878 6.27493 -8.90007
C -15.83476 10.71599 -1.36388
C -19.77982 0.77173 -10.22832
C -22.31854 -1.25163 -2.53271
C -15.08535 -1.28470 -6.24458
C -20.77927 -4.34642 -13.47410
C -24.02144 -2.76350 -3.43513
C -10.08843 7.31961 -11.24448
C -24.62019 -0.37491 -2.33477
C -18.54627 -3.22204 -11.70769
H -23.73457 0.52667 -0.41155
H -13.76389 1.14292 -4.27433
H -20.18274 -5.25695 -13.41763
H -15.05604 11.13398 -0.72593
H -8.72296 5.03255 -7.99411
H -21.69704 -4.75435 -13.89764
H -24.20423 -3.26397 -2.48423
H -23.81117 1.67257 -1.58564
H -10.64066 5.49259 -9.52419
H -14.68144 -0.80286 -7.13497
H -25.34255 -4.99005 -3.35107
H -9.40195 7.64334 -12.02680
H -14.33774 7.02300 -2.60268
H -16.14635 6.01271 -0.33331
H -9.26013 8.94621 -9.29358
H -25.22900 -1.15594 -1.87931
H -12.81894 -2.24745 -5.03257
H -15.76977 2.52583 -5.26442
H -16.97610 12.50884 -2.02212
H -10.53358 6.40764 -11.64227
H -26.09660 -2.14694 -3.80023
H -21.46874 -1.50664 -3.16588
H -19.02289 1.48765 -9.90796
H -14.47891 5.52679 -0.75057
H -22.72139 -1.10109 -5.26919
H -15.94216 4.83820 -1.52337
H -21.14257 -1.11487 -11.46821
H -7.99121 7.87329 -8.57688
H -23.28819 -3.23652 -4.08837
H -7.53684 5.58069 -9.53590
H -21.06342 -4.43734 -11.35103
H -19.07236 -3.49533 -14.54266
H -26.79014 -4.76864 -4.32139
H -10.29177 5.14943 -7.16389
H -12.40270 -0.71504 -6.02336
H -20.40783 0.43350 -9.40411
H -17.29568 1.82903 -4.05641
H -18.57283 -3.41057 -10.63444
H -19.08654 -1.51260 -13.39578
H -8.62602 5.03423 -10.84746
H -16.12912 -1.15354 -5.95918
H -20.46306 -1.96399 -10.04412
H -18.29509 -4.10536 -12.29485
H -13.82541 10.77046 -3.28293
H -12.35484 -0.78361 -4.25796
H -17.80065 11.08036 -3.76325
H -18.73532 -0.18993 -11.84092
H -16.05074 -1.42481 -3.87979
H -16.67113 8.19727 -0.94265
H -21.97272 -3.15123 -11.98492
H -20.95791 -1.42834 -13.38252
H -24.41270 -0.53987 -5.15684
H -21.87929 0.90492 -2.67857
H -15.00888 8.21822 -0.41825
H -21.49118 0.12086 -1.09475
H -11.10895 6.83051 -8.63718
H -26.45785 -4.01823 -2.60637
H -25.18137 0.29731 -2.98384
H -15.84310 9.16069 -4.32694
H -13.69338 1.02539 -5.88877
H -20.51461 -3.24415 -15.33651
H -10.84500 8.07855 -11.04524
H -22.40304 -1.90141 -1.66164
H -14.66726 -2.49219 -3.89778
H -22.97256 0.32274 -4.42035
H -20.52201 1.30840 -10.81929
H -16.07821 6.66347 -2.72427
H -14.72300 -0.92661 -2.83890
H -14.84566 -2.34701 -6.19835
H -17.80259 -2.46597 -11.95948
H -16.38319 11.60411 -4.54310
H -17.18203 8.98557 -3.18511
H -13.42660 9.76197 -1.93988
H -15.41630 12.40256 -2.56787
H -16.62282 10.36224 -0.69912
H -13.72841 8.93853 -3.39137
H -18.26938 -0.76636 -10.20946
H -16.50140 1.17332 -6.05927
H -7.99309 8.40845 -10.38269
H -7.42022 6.28389 -11.10727
H -25.21384 -2.97285 -5.14407
H -9.06409 6.62143 -5.96718
```

The calculation puts the lowest unoccupied orbital energy at -1.8 eV. Its total charge is 0. The value obtained for the molar mass is 903.1 g/mol. The HOMO-LUMO gap comes out at 2.2 eV. As for the energy: -86258.5760 eV.

Results of the Löwdin charge analysis, in e, for atoms 1 through 2: O -0.1139; O -0.1046